Density functional theory data (wB97M-V/def2-TZVPD) for a molecular structure, C6H12O2 at a distorted geometry.

```
20
Properties=species:S:1:pos:R:3:forces:R:3
C 2.280263 -0.710819 0.956766 1.4 -5.9 4.2
C 1.422184 -1.416262 1.825340 2.8 1.9 -2.0
C 2.008263 0.359623 -0.734211 -0.4 1.9 -0.7
C 2.195561 0.635165 0.598178 -2.8 0.7 -0.7
C -0.471305 0.098960 -1.284980 1.8 -2.3 -1.8
C 0.881059 0.638969 -1.608941 -1.1 0.6 3.3
H 3.125587 -1.305490 0.508337 -1.1 0.5 0.2
H 1.495343 -2.473740 2.008524 0.3 -0.1 -0.3
H 0.818328 -0.853569 2.475669 -1.2 0.6 0.5
H 2.844661 -0.140500 -1.269379 -0.6 -0.1 0.3
H 1.592618 1.329041 1.258051 0.6 -0.6 -1.3
H -0.219985 -0.981386 -0.853344 -0.8 1.9 -0.7
H -1.137684 0.004285 -2.219073 0.7 0.5 1.8
H 1.184641 1.447267 -2.220264 -0.4 0.2 -2.2
H -1.039013 0.503383 -0.382178 -0.1 0.3 -0.3
H -3.663611 -1.132679 0.062444 0.0 -0.2 -0.1
O -3.192817 -0.482710 -0.465210 0.2 -0.1 0.3
H -3.313210 0.521060 0.194432 0.1 0.5 -0.7
H -3.614548 2.362775 0.415353 -1.0 1.1 -0.8
O -3.196335 1.596634 0.734479 1.5 -1.4 1.1
```
Forces are in eV/Å.

Results
2S+1	1
M	116.16	g/mol
Kohn-Sham gap	3.654	eV
DFT total energy	-10501.71068	eV
ΔE to the lowest compared entry with this formula, charge and spin	10.596	eV